<i>
Formula: C2H2N2OS3
Source: OMol25
Level of theory: ωB97M-V with the def2-TZVPD basis set

The geometry in XYZ format:
```
10
C2H2N2OS3, DFT ωB97M-V with the def2-TZVPD basis set
S 2.79778 1.21390 0.15496
C 1.53195 0.23930 0.05718
N 0.22977 0.59770 0.09383
C -0.49961 -0.41475 -0.08419
S -2.24567 -0.34729 -0.10794
S -2.41508 1.69944 0.02537
N 0.31571 -1.73196 -0.03814
O 1.58533 -1.14651 -0.01315
H -1.35583 2.20358 0.72938
H 0.05565 -2.31342 -0.81731
```

Properties
* gap between HOMO and LUMO: 8.66 eV
* LUMO: -0.42 eV
* HOMO energy: -9.084 eV
* structure (SMILES): S=c1nc(SS)[nH]o1

<ii>
Formula: C2H2N2OS3
Source: OMol25
Level of theory: ωB97M-V with the def2-TZVPD basis set

The geometry in XYZ format:
```
10
C2H2N2OS3, DFT ωB97M-V with the def2-TZVPD basis set
C 0.34456 0.04603 0.38086
C -1.83322 0.34112 0.13166
N -0.63451 0.83527 0.50867
N -0.61727 -1.63964 -0.14584
O -1.81782 -1.02393 -0.25682
S -3.22079 1.05428 -0.04160
S 3.12206 1.45168 -0.11527
S 1.96446 -0.31334 0.24153
H -0.58416 -1.96742 0.76501
H 3.27669 1.21595 -1.46820
```

Properties
* gap between HOMO and LUMO: 7.56 eV
* LUMO: -1.48 eV
* HOMO energy: -9.036 eV

Stability, lowest: <ii>

<i>
Formula: CH4O2P2
Source: OMol25
Level of theory: ωB97M-V with the def2-TZVPD basis set

The geometry in XYZ format:
```
9
CH4O2P2, DFT ωB97M-V with the def2-TZVPD basis set
C -0.57614 0.71287 0.28129
O 2.23812 -0.90524 -2.24763
O 0.40447 0.32287 -1.45558
P 1.76553 -0.26701 -0.98478
P -0.33059 -0.82922 1.06265
H 0.21041 1.48296 0.50185
H -1.47606 1.06410 -0.16467
H -1.60915 -1.30663 0.66447
H -0.62659 -0.27469 2.34241
```

Properties
* gap between HOMO and LUMO: 8.50 eV
* LUMO: -0.92 eV
* HOMO energy: -9.420 eV

<ii>
Formula: CH4O2P2
Source: OMol25
Level of theory: ωB97M-V with the def2-TZVPD basis set

The geometry in XYZ format:
```
9
CH4O2P2, DFT ωB97M-V with the def2-TZVPD basis set
C -0.34298 1.43949 0.25463
O 1.15716 -2.58957 -2.06581
O 0.97281 -0.73406 -0.37590
P 0.36747 -2.18046 -0.92009
P 0.65439 0.07055 0.99864
H -1.24649 1.48994 0.86122
H 0.04592 2.45759 0.23817
H -0.64002 1.19301 -0.84608
H -0.96826 -1.14648 1.85522
```

Properties
* gap between HOMO and LUMO: 8.73 eV
* LUMO: -0.44 eV
* HOMO energy: -9.173 eV

<iii>
Formula: CH4O2P2
Source: OMol25
Level of theory: ωB97M-V with the def2-TZVPD basis set

The geometry in XYZ format:
```
9
CH4O2P2, DFT ωB97M-V with the def2-TZVPD basis set
C 0.72860 -0.73201 -0.06187
P -0.53701 0.36694 0.12198
P -2.86456 -0.20056 0.66267
O -3.87009 0.90435 0.79443
O -3.19427 -1.25688 -0.30029
H 1.22081 -1.30946 0.77710
H 0.94295 -0.97954 -1.11939
H -0.76445 1.06002 -1.16013
H -0.41592 1.34278 0.93740
```

Properties
* gap between HOMO and LUMO (spin up / spin down): 7.04 / 7.04 eV
* LUMO (spin up / spin down): -1.95 / -1.95 eV
* HOMO energy (spin up / spin down): -8.989 / -8.988 eV
* structure (SMILES): C=[PH2]P(=O)=O

Stability, lowest: <iii>

<i>
Formula: C16H17NO
Source: OMol25
Level of theory: ωB97M-V with the def2-TZVPD basis set

The geometry in XYZ format:
```
35
C16H17NO, DFT ωB97M-V with the def2-TZVPD basis set
C -1.65489 1.98407 -1.21771
C -0.58064 1.06086 -1.68148
C 0.66960 1.42691 -2.06042
N 1.42981 0.30642 -2.36204
C 0.69418 -0.81786 -2.04766
C 0.89683 -2.17756 -2.27389
C -0.11190 -3.04599 -1.92286
C -1.36636 -2.60980 -1.47826
C -1.62014 -1.25944 -1.35222
C -0.57609 -0.37868 -1.62221
H -1.62044 2.10028 -0.13284
H -2.67214 1.65049 -1.44365
H -1.52406 2.99320 -1.61652
H 1.11472 2.41312 -2.06727
H 2.43358 0.27347 -2.42786
H 1.87213 -2.53256 -2.59334
H 0.04139 -4.10728 -2.02134
H -2.09665 -3.34072 -1.15648
H -2.56793 -0.89485 -0.98636
C 1.54590 2.48505 1.16440
C 0.84060 1.24781 1.69062
C -0.20421 1.36694 2.58955
C -0.88369 0.23529 3.04901
C -0.40885 -1.01224 2.68992
O -1.06753 -2.11148 3.19660
C 0.63564 -1.14295 1.77749
C 1.24957 -0.01396 1.27095
H 0.92105 3.35241 0.96886
H 2.10549 2.24392 0.26817
H 2.28694 2.74950 1.93624
H -0.48398 2.34102 2.98891
H -1.80348 0.28929 3.60438
H -0.48341 -2.88782 3.23312
H 0.92581 -2.14304 1.48180
H 2.06314 -0.04385 0.55441
```

Properties
* gap between HOMO and LUMO: 8.61 eV
* LUMO: 0.81 eV
* HOMO energy: -7.798 eV
* structure (SMILES): Cc1c[nH]c2ccccc12.Cc1ccc(O)cc1

<ii>
Formula: C16H17NO
Source: OMol25
Level of theory: ωB97M-V with the def2-TZVPD basis set

The geometry in XYZ format:
```
35
C16H17NO, DFT ωB97M-V with the def2-TZVPD basis set
C 1.22099 -1.28458 0.85431
C 0.42466 -1.45918 2.09225
C -0.24264 -2.54567 2.55167
N -0.98522 -2.20944 3.66864
C -0.69209 -0.91335 4.01225
C -1.36462 -0.08409 4.92102
C -0.97902 1.23469 4.98988
C -0.00519 1.75411 4.11231
C 0.47952 0.96495 3.08839
C 0.17574 -0.39503 3.03036
H 0.98910 -0.36642 0.34780
H 0.93506 -1.92977 0.01645
H 2.29301 -1.32624 0.99263
H -0.28330 -3.55782 2.20018
H -1.48322 -2.87895 4.22360
H -2.13569 -0.52484 5.54331
H -1.54639 1.90020 5.62936
H 0.18426 2.81396 4.09910
H 1.04103 1.43528 2.30180
C 0.91622 2.60400 -2.50969
C 0.48342 1.30874 -3.13237
C 1.36323 0.61461 -3.95965
C 0.88262 -0.41913 -4.73394
C -0.43619 -0.85127 -4.60012
O -0.71337 -2.04341 -5.21743
C -1.32346 -0.18428 -3.78379
C -0.82117 0.88907 -3.04348
H 1.98914 2.78937 -2.55599
H 0.67378 2.73968 -1.45858
H 0.43750 3.41090 -3.06047
H 2.37451 0.98505 -4.06466
H 1.56971 -1.09627 -5.23205
H -1.66727 -2.20703 -5.26787
H -2.26168 -0.67437 -3.54462
H -1.49297 1.50653 -2.51063
```

Properties
* gap between HOMO and LUMO: 8.59 eV
* LUMO: 0.76 eV
* HOMO energy: -7.823 eV
* structure (SMILES): Cc1c[nH]c2ccccc12.Cc1ccc(O)cc1

Stability, lowest: <ii>

<i>
Formula: C16H17NO
Source: OMol25
Level of theory: ωB97M-V with the def2-TZVPD basis set

The geometry in XYZ format:
```
35
C16H17NO, DFT ωB97M-V with the def2-TZVPD basis set
C -3.28886 0.07248 1.60419
C -2.18598 -0.11630 2.57207
C -2.07171 0.39037 3.82147
N -0.76045 0.06803 4.32880
C -0.07972 -0.64996 3.38887
C 1.15612 -1.33994 3.60994
C 1.64736 -1.94158 2.47728
C 0.96643 -1.89147 1.19487
C -0.34619 -1.41806 1.06360
C -0.92339 -0.79785 2.27142
H -3.22848 -0.85054 0.99147
H -3.18673 0.87035 0.86289
H -4.18112 0.26379 2.20899
H -2.81164 0.92731 4.42014
H -0.41995 0.00477 5.29452
H 1.51193 -1.39063 4.64221
H 2.62350 -2.61078 2.40402
H 1.47067 -2.34685 0.36019
H -0.84354 -1.44201 0.14164
C 3.37459 -0.22372 -3.27030
C 2.09271 0.48611 -3.22809
C 1.82675 1.77410 -2.72401
C 0.48424 2.29357 -2.73450
C -0.53422 1.38701 -3.08925
O -1.79044 1.89561 -3.13096
C -0.31577 0.08472 -3.50764
C 0.98098 -0.30569 -3.60411
H 4.29920 0.42284 -3.76686
H 3.36404 -1.25030 -3.73810
H 3.97313 -0.34310 -2.31011
H 2.66873 2.38190 -2.49160
H 0.40066 3.28627 -2.16850
H -2.49074 1.19122 -3.22183
H -1.33122 -0.44348 -3.77085
H 1.12817 -1.13455 -4.18692
```

Properties
* gap between HOMO and LUMO: 8.71 eV
* LUMO: 0.68 eV
* HOMO energy: -8.033 eV
* structure (SMILES): Cc1c[nH]c2ccccc12.Cc1ccc(O)cc1

<ii>
Formula: C16H17NO
Source: OMol25
Level of theory: ωB97M-V with the def2-TZVPD basis set

The geometry in XYZ format:
```
35
C16H17NO, DFT ωB97M-V with the def2-TZVPD basis set
C -3.10585 0.48700 -0.77380
C -2.18864 -0.48464 -0.09001
C -0.86154 -0.34659 0.16380
N -0.35046 -1.51224 0.69888
C -1.37090 -2.41584 0.84100
C -1.36768 -3.64691 1.50242
C -2.56510 -4.32597 1.52982
C -3.71501 -3.79926 0.92780
C -3.72836 -2.55127 0.34733
C -2.53781 -1.81187 0.34081
H -4.04467 0.02581 -1.05609
H -2.65828 0.90450 -1.67085
H -3.29361 1.35651 -0.13463
H -0.27377 0.52910 -0.09144
H 0.50781 -1.52803 1.22068
H -0.41446 -3.98366 1.88957
H -2.63307 -5.31248 1.97372
H -4.59279 -4.42593 0.95021
H -4.65023 -2.10544 -0.00058
C 0.14878 3.70462 -1.23232
C 1.46539 3.01506 -1.00092
C 1.79580 1.77029 -1.50768
C 2.91883 1.08170 -1.05600
C 3.82640 1.72086 -0.25045
O 4.95997 1.08636 0.18836
C 3.62377 3.03827 0.15350
C 2.45570 3.65004 -0.24801
H -0.37520 3.78044 -0.28015
H -0.51419 3.06095 -1.81367
H 0.24579 4.65937 -1.74122
H 1.05891 1.19461 -2.05360
H 3.08749 0.03713 -1.27723
H 5.03303 0.22639 -0.24814
H 4.35669 3.53266 0.77031
H 2.28619 4.68818 0.01656
```

Properties
* gap between HOMO and LUMO: 8.48 eV
* LUMO: 0.65 eV
* HOMO energy: -7.831 eV
* structure (SMILES): Cc1c[nH]c2ccccc12.Cc1ccc(O)cc1

Stability, lowest: <i>

<i>
Formula: C5H13NO
Source: OMol25
Level of theory: ωB97M-V with the def2-TZVPD basis set

The geometry in XYZ format:
```
20
C5H13NO, DFT ωB97M-V with the def2-TZVPD basis set
C -0.73257 -0.98798 2.85809
C -0.56428 -1.98943 1.71348
H -1.68510 -1.16682 3.35395
H 0.13249 -0.96093 3.51248
H -0.82855 0.03665 2.46091
H -0.21881 -2.93748 2.11285
H -1.51678 -2.06975 1.18276
H 0.18728 -1.69419 0.96434
C 1.11331 0.54463 -1.31641
C 1.57583 1.93223 -1.80676
C -0.28268 0.28143 -1.81635
O -0.42854 -0.19504 -2.97515
N -1.31828 0.58987 -1.08593
H 1.78486 -0.23180 -1.65935
H 1.14013 0.60352 -0.22854
H 0.83672 2.62543 -2.20793
H 2.34927 1.87312 -2.57333
H -2.26073 0.44684 -1.43405
H -1.28238 0.82034 -0.10178
H 1.99881 2.47937 -0.95327
```

Properties
* gap between HOMO and LUMO (spin up / spin down): 10.86 / 6.00 eV
* LUMO (spin up / spin down): -4.15 / -9.01 eV
* spin multiplicity: 2
* HOMO energy (spin up / spin down): -15.018 / -15.018 eV
* <S²>: 0.75
* total charge: +1

<ii>
Formula: C5H13NO
Source: OMol25
Level of theory: ωB97M-V with the def2-TZVPD basis set

The geometry in XYZ format:
```
20
C5H13NO, DFT ωB97M-V with the def2-TZVPD basis set
C -2.08132 -0.07976 2.17285
C -0.69958 0.35217 1.67803
N -0.24280 1.59154 -1.09439
C -0.41000 0.25892 -0.90337
C -0.43705 -0.31145 0.36988
C -0.32071 -0.57925 -2.13765
H -2.28188 0.43229 3.10808
H -2.88756 0.17542 1.48194
H -2.13139 -1.15332 2.30303
H 0.13364 0.02598 2.30723
H -0.64166 1.42854 1.50893
H -0.44552 2.17058 -0.28698
H 0.69436 1.75815 -1.46012
H -0.40303 -1.38120 0.37092
H 0.36004 -1.38811 -1.86637
H -1.31004 -0.90098 -2.44000
H 0.18938 -0.07353 -2.95423
H 4.17093 -1.57270 0.07226
H 2.90143 -1.53846 -0.69346
O 3.41635 -0.98467 -0.08587
```

Properties
* gap between HOMO and LUMO (spin up / spin down): 10.90 / 7.61 eV
* LUMO (spin up / spin down): -3.74 / -7.24 eV
* spin multiplicity: 2
* HOMO energy (spin up / spin down): -14.640 / -14.851 eV
* <S²>: 0.76
* total charge: +1

Stability, lowest: <i>

<i>
Formula: CH4NO2Si
Source: OMol25
Level of theory: ωB97M-V with the def2-TZVPD basis set

The geometry in XYZ format:
```
9
CH4NO2Si, DFT ωB97M-V with the def2-TZVPD basis set
C 3.54023 -0.12974 0.30870
N -2.04861 0.73167 0.17979
O 4.13354 -0.96816 0.95222
O 3.71772 0.56939 -0.91010
Si 2.07753 0.64126 -0.30205
H -2.02178 -0.04216 -0.51823
H -2.57454 0.33641 0.97542
H 2.20981 2.08870 0.11473
H 1.03250 0.07079 -1.07492
```

Properties
* gap between HOMO and LUMO (spin up / spin down): 4.86 / 4.86 eV
* LUMO (spin up / spin down): 3.20 / 3.20 eV
* HOMO energy (spin up / spin down): -1.651 / -1.653 eV
* total charge: -1

<ii>
Formula: CH4NO2Si
Source: OMol25
Level of theory: ωB97M-V with the def2-TZVPD basis set

The geometry in XYZ format:
```
9
CH4NO2Si, DFT ωB97M-V with the def2-TZVPD basis set
C -0.57734 -1.03754 0.76610
N -1.19405 2.19226 -0.19313
O -0.08437 2.78447 0.04877
O -2.25947 2.60791 0.31874
Si 1.05997 -1.51081 0.03384
H -1.07568 -0.24660 0.19483
H 1.72093 -0.26347 -0.67737
H 0.40466 -2.02503 -1.17838
H 2.00536 -2.50119 0.68661
```

Properties
* gap between HOMO and LUMO (spin up / spin down): 5.43 / 5.31 eV
* LUMO (spin up / spin down): 2.44 / 2.33 eV
* HOMO energy (spin up / spin down): -2.993 / -2.976 eV
* total charge: -1

Stability, lowest: <ii>